Entry 1:
Entry from the OMol25 dataset: a 11-piece molecular cluster, C20H45BF4N5O5 overall (the ωB97M-V functional and the def2-TZVPD basis).

The geometry in XYZ format:
```
80
Properties=species:S:1:pos:R:3
F -64.5275 63.2305 55.7179
F -64.3241 65.3891 56.5633
F -62.8019 64.3839 55.1619
F -62.9966 63.8221 57.4085
O -61.6688 66.5736 54.3131
O -58.2061 65.3576 57.7668
O -60.1725 60.3688 61.1603
O -62.0829 61.7230 54.5360
O -66.1768 64.6825 58.5380
N -61.7933 67.9954 59.1228
N -63.7131 58.1018 57.6500
N -63.1107 66.6090 62.1805
N -65.5942 64.5800 51.5245
N -66.6082 68.6450 56.1911
C -62.7677 61.2278 53.4629
C -62.6672 65.7870 61.4324
C -65.9563 67.1641 54.0571
C -60.4155 61.6123 60.4745
C -62.0435 67.5648 55.3335
C -66.1508 63.9268 52.2226
C -62.1734 64.8158 60.4941
C -68.3353 65.6706 58.7865
C -60.7638 68.3657 55.5744
C -61.0798 61.2481 59.0559
C -59.5493 65.1562 57.0615
C -63.9624 59.2563 57.6658
C -62.9346 68.1154 59.0600
C -61.8960 60.2706 52.7073
C -64.3082 60.6999 57.7561
C -67.4324 64.8836 57.8691
C -59.2343 64.6961 55.6246
C -64.4574 68.1965 59.0221
C -66.3244 68.0563 55.2361
C -66.8288 63.0816 53.2833
B -63.7091 64.1638 56.2403
H -59.9471 64.5007 55.0406
H -58.6742 65.4827 55.1423
H -61.9712 60.8089 59.3110
H -59.4083 61.9270 60.1207
H -61.4788 62.1063 58.5994
H -66.9938 65.4982 56.8900
H -60.8976 68.8583 56.5312
H -62.1439 65.7735 54.6612
H -64.8987 67.4556 58.5911
H -65.8218 67.8912 53.0572
H -62.9070 68.0313 54.8275
H -60.9008 62.4453 61.1219
H -62.7739 63.9410 60.7462
H -58.3456 65.7510 58.6505
H -64.9264 66.8700 54.2061
H -59.7735 67.7714 55.3551
H -67.8461 63.7462 57.6413
H -58.6290 63.9014 55.7716
H -67.5542 63.5073 53.7131
H -62.4890 62.5289 54.9439
H -64.7613 68.9512 58.3378
H -69.2623 65.8096 58.2212
H -61.1912 64.4098 60.9980
H -61.9640 65.1460 59.6055
H -67.3616 62.3631 52.6644
H -62.4748 59.7003 51.9446
H -59.2548 60.0014 60.9071
H -63.7996 60.6829 53.8484
H -60.0136 64.4386 57.6584
H -64.4813 61.0116 58.7458
H -68.5167 65.3544 59.6915
H -60.0829 66.0485 57.1630
H -64.9400 68.4693 60.0721
H -63.3693 62.1419 52.9803
H -61.2066 59.6701 53.2326
H -60.9243 69.1143 54.9123
H -61.1918 60.4844 52.1483
H -62.3570 67.0251 56.1590
H -65.4787 64.9089 57.9493
H -65.0903 61.0204 56.9913
H -60.3548 60.6257 58.5261
H -66.3500 66.2815 54.0642
H -63.3763 61.4005 57.6242
H -66.1996 62.5322 53.8838
H -68.0392 66.7641 58.7759
```

energy above the lowest of the compared OMol25 structures with the same formula, charge and spin	2.444	eV
total charge	-1
largest force on an atom	0.193	Eh/bohr
E_tot	-50702.18768	eV
HOMO	-7.057	eV
spin multiplicity	1

***

Entry 2:
Entry from the OMol25 dataset: C20H45GaN2P3SSe as an isolated structure (the ωB97M-V functional and the def2-TZVPD basis).

The geometry in XYZ format:
```
73
Properties=species:S:1:pos:R:3
Se 0.0737 2.8923 -3.6556
Ga -0.1416 -0.8590 -0.3553
S -0.3161 -2.3669 1.6065
P -2.5151 -0.2605 -0.9385
P 2.1280 -0.8909 -1.1232
P 0.1782 1.4964 0.9361
N -1.2698 -1.0948 3.7853
N 1.0219 -1.6716 3.8021
C -3.4520 -1.1336 -2.2539
C -0.5289 -2.9589 -1.7356
C 0.7342 -0.3230 -7.0413
C 1.4820 -0.9135 4.9681
C -1.4859 -1.0510 5.2342
C 1.6265 1.3863 2.0569
C -0.1596 -1.6300 3.1927
C -3.4095 -0.6629 0.6017
C -2.7935 1.4987 -1.2751
C 0.8676 1.0498 -7.3147
C -0.0241 0.2073 -4.7910
C 3.0290 -1.5547 0.3187
C 0.2272 1.5685 -5.0248
C 0.2841 -0.7421 -5.7784
C 2.6618 -1.9095 -2.5384
C 2.8283 0.7501 -1.4875
C -1.1690 1.8130 2.1437
C 0.6143 1.9923 -6.3123
C 0.4382 3.1628 0.2213
C -0.7105 -3.5459 -2.9315
H 3.0589 1.3152 -0.5742
H 2.2251 -1.5205 -3.4667
H -3.0058 -1.5908 1.0257
H 1.1766 1.3798 -8.3130
H 3.7594 -1.8754 -2.6083
H -1.3418 -2.2838 -1.4193
H 0.2286 -3.3697 -1.0643
H -3.2862 0.1429 1.3313
H 2.1068 1.3213 -2.0902
H -2.5534 -0.8728 5.3983
H 1.2666 -1.4665 5.8919
H -3.7949 1.6400 -1.7113
H -3.2857 -2.2177 -2.2007
H 3.2074 -0.7679 1.0593
H 0.7235 3.0599 -6.5150
H 1.4992 2.9487 -3.3748
H -2.0411 1.8582 -1.9934
H 1.7220 -2.2100 3.2831
H -2.1083 -1.2760 3.2408
H 1.0280 0.0862 5.0051
H 0.5088 3.9042 1.0353
H -1.5645 -3.3254 -3.5802
H 0.9810 -1.0571 -7.8064
H -0.3875 3.4520 -0.4455
H 1.5734 2.2234 2.7629
H 1.3686 3.2035 -0.3649
H 2.4312 -2.3470 0.7867
H 2.5588 1.4723 1.4910
H -2.1100 2.0617 1.6351
H 1.6418 0.4477 2.6221
H -4.5288 -0.9279 -2.1369
H -4.4731 -0.8014 0.3768
H -0.9383 -0.2204 5.6828
H -1.3370 0.9437 2.7984
H 0.1621 -1.8001 -5.5631
H -3.1271 -0.7831 -3.2446
H 3.7540 0.6270 -2.0725
H 2.5665 -0.7922 4.8804
H -0.8749 2.6718 2.7655
H -0.4324 -0.1079 -3.8299
H -2.7203 2.0965 -0.3575
H -0.0589 -4.3522 -3.2846
H -1.2158 -1.9942 5.7241
H 3.9839 -1.9720 -0.0227
H 2.3328 -2.9456 -2.4028
```

energy above the lowest of the compared OMol25 structures with the same formula, charge and spin	0.000	eV
total charge	+3
largest force on an atom	0.041	Eh/bohr
E_tot	-180849.88347	eV
HOMO	-15.919	eV
spin multiplicity	1

***

Entry 3:
Entry from the OMol25 dataset: C20H45N2OP3SYb as an isolated structure (the ωB97M-V functional and the def2-TZVPD basis).

The geometry in XYZ format:
```
73
Properties=species:S:1:pos:R:3
Yb -0.4273 0.0665 -0.0983
S -2.3810 -0.9162 1.4396
P -0.7286 2.8831 -0.7477
P 2.0840 -0.4157 -1.6321
P 1.7394 1.5914 1.2346
O -1.6374 -0.7429 -1.4601
N -0.6508 -1.4700 3.4427
N -2.1657 0.2510 3.8689
C -2.8094 -2.3606 -5.0867
C 1.0000 2.3245 2.7467
C 0.2360 -1.1983 4.5681
C -1.6700 -0.6944 3.0376
C 0.0358 4.0013 -1.9874
C 0.0218 -4.9049 0.1918
C -1.4380 4.1229 0.3959
C -1.6631 -2.6354 -2.9608
C -3.1606 -0.7521 -3.3112
C 2.8579 2.9490 0.7317
C -2.2072 -1.4154 -2.5389
C -2.2880 0.1009 5.3233
C 1.6564 -0.6740 -3.4039
C -2.2517 2.4283 -1.6589
C 2.6678 -2.1112 -1.2148
C -3.4200 -1.1965 -4.6084
C 0.4373 -4.6115 1.4408
C -1.9531 -3.0839 -4.2531
C 2.9472 0.4314 1.9898
C 3.6980 0.4133 -1.8568
H -0.0621 2.5514 2.5829
H -2.4295 -0.9442 5.6258
H 4.1936 -0.0193 -2.7408
H 0.9281 -1.4901 -3.5143
H 2.4204 -0.4358 2.4090
H -4.0939 -0.6223 -5.2398
H -2.1130 3.6320 1.1124
H -1.0356 -4.8580 -0.0768
H -3.6277 0.1473 -2.9045
H 1.0850 1.6372 3.5967
H -2.0149 1.8890 -2.5878
H 4.3554 0.2824 -0.9761
H -0.3714 -2.1898 2.7768
H -2.0062 -1.0630 -0.3437
H -2.9034 0.8023 3.4278
H 3.4884 0.9474 2.7910
H 0.3388 3.4140 -2.8601
H 2.5540 -0.9085 -3.9924
H -2.9009 1.7893 -1.0392
H -0.2300 -1.4806 5.5222
H 1.2082 0.2525 -3.7920
H 2.2812 3.7633 0.2691
H -3.1633 0.6685 5.6466
H 3.6604 0.0773 1.2356
H -2.8086 3.3409 -1.9194
H 1.5248 3.2571 2.9880
H 3.5425 1.4911 -2.0272
H 1.4992 -4.6553 1.7147
H -0.9887 -3.1944 -2.3009
H -1.4166 0.5178 5.8389
H -0.6917 4.7623 -2.2879
H 0.5440 -0.1412 4.6112
H -0.2746 -4.3868 2.2472
H -1.9996 4.8797 -0.1746
H 3.4715 -2.0623 -0.4670
H 1.8427 -2.7117 -0.8036
H -0.6342 4.6190 0.9600
H 3.6044 2.5842 0.0151
H 1.1403 -1.8075 4.4482
H -2.9991 -2.7050 -6.1068
H -1.4982 -4.0050 -4.6159
H 3.0472 -2.5875 -2.1281
H 3.3635 3.3291 1.6305
H 0.7195 -5.2280 -0.5879
H 0.9201 4.4807 -1.5554
```

energy above the lowest of the compared OMol25 structures with the same formula, charge and spin	0.000	eV
total charge	+3
largest force on an atom	0.092	Eh/bohr
<S²>	0.75
E_tot	-96703.43589	eV
HOMO (spin up / spin down)	-16.952 / -16.953	eV
spin multiplicity	2